A molecular structure, C42H40N2O6P2Ti, computed with ωB97M-V with the def2-TZVPD basis set.

```
93
Properties=species:S:1:pos:R:3:forces:R:3:lowdin_charge:R:1
Ti -0.52171 -1.06938 0.24556 0.109 1.125 0.253 0.735
C -0.97056 -5.50857 -2.18122 0.117 -0.093 0.151 -0.074
C 0.07868 -4.92668 -2.77647 -0.212 -0.884 0.779 -0.150
C 0.30509 -5.03659 -4.24359 -0.369 -0.316 -0.804 -0.174
C -0.93903 -4.71374 -5.15386 0.737 -0.215 0.162 -0.162
C -1.91015 -3.73377 -4.58388 -0.791 0.095 -0.256 -0.128
C -2.95547 -4.07082 -3.82409 -0.487 -0.584 -0.902 -0.112
C -3.24894 -5.47062 -3.33916 0.242 0.101 -0.076 -0.165
C -2.00541 -6.29719 -2.93921 -0.204 -0.029 -0.024 -0.178
C -1.47109 1.09825 -0.51142 -0.293 2.079 1.022 -0.247
H -1.13174 -5.50074 -1.09555 0.398 0.150 -0.588 0.090
H 0.88789 -4.50312 -2.17573 -0.479 -0.284 -0.261 0.053
H 0.57719 -6.08414 -4.44380 0.195 0.259 -0.151 0.122
H 1.13482 -4.41355 -4.57930 0.109 -0.040 0.138 0.090
H -0.55904 -4.29478 -6.09893 -0.154 -0.290 0.232 0.116
H -1.47148 -5.65026 -5.38416 0.270 0.460 -0.109 0.105
H -1.80426 -2.72368 -4.98042 -0.357 -0.201 0.076 0.093
H -3.83997 -3.43964 -3.75531 0.671 -0.039 0.181 0.065
H -3.77596 -5.96397 -4.17272 -0.028 -0.151 0.370 0.123
H -3.93872 -5.42287 -2.48491 0.083 0.036 -0.241 0.110
H -2.34504 -7.12262 -2.29643 0.155 0.084 -0.300 0.116
H -1.55360 -6.71503 -3.84426 -0.117 -0.209 0.395 0.093
H -1.70611 0.87892 0.57082 0.603 0.073 -0.854 0.068
H -2.30395 1.76477 -0.81719 0.550 -0.127 0.323 0.088
H -0.51564 1.63268 -0.62617 -0.474 -0.029 0.294 0.073
P 1.11884 -2.32976 -0.95265 -0.447 0.250 0.165 1.005
P -1.67725 -0.11778 -1.88474 -0.147 -1.928 2.623 0.833
C 0.33997 -2.14245 -2.57404 -0.689 0.668 -0.766 -0.258
C -0.77130 -1.38843 -2.82138 1.056 -0.822 -1.187 -0.242
C 2.86972 -2.35084 -1.22100 0.924 0.049 -0.077 -0.366
C 3.45337 -3.04576 -2.29469 0.279 0.390 0.439 -0.075
C 4.83652 -2.98237 -2.47535 -0.060 0.057 0.000 -0.070
C 5.63638 -2.24949 -1.59421 -0.297 0.030 0.170 -0.060
C 5.04851 -1.58329 -0.51006 0.415 -0.103 -0.248 -0.055
C 3.67518 -1.61646 -0.33070 -0.334 -0.181 -0.148 -0.064
C 0.65845 -3.77328 0.10234 0.142 -0.403 -0.105 -0.347
C -0.66649 -3.91210 0.58760 0.803 0.070 -0.154 -0.143
C -0.96401 -4.96613 1.45877 -0.126 0.180 0.207 -0.076
C 0.04325 -5.80762 1.93209 0.007 0.010 -0.277 -0.060
C 1.36327 -5.62529 1.50725 -0.194 0.105 0.045 -0.052
C 1.67386 -4.62197 0.59558 -0.529 0.221 -0.007 -0.059
C -1.71929 1.19053 -3.15366 0.521 -0.113 -0.353 -0.323
C -0.48098 1.74770 -3.50042 -0.307 0.372 -0.485 -0.078
C -0.43870 2.82660 -4.38691 -0.233 -0.122 0.199 -0.063
C -1.62496 3.34798 -4.91419 0.063 -0.189 0.035 -0.073
C -2.84679 2.76188 -4.58318 -0.108 -0.087 0.184 -0.072
C -2.91307 1.68452 -3.68817 0.525 0.306 -0.239 -0.060
C -3.37688 -0.65021 -1.58905 -0.051 -0.145 -0.372 -0.327
C -4.04095 -0.24111 -0.43002 -0.249 -0.051 0.171 -0.094
C -5.32326 -0.69245 -0.15841 -0.043 -0.043 -0.105 -0.066
C -5.97057 -1.56322 -1.03849 0.295 -0.017 -0.114 -0.069
C -5.30400 -1.98286 -2.19117 0.238 0.239 0.106 -0.068
C -4.01892 -1.50752 -2.48455 -0.182 0.308 0.405 -0.096
H 0.90480 -2.52931 -3.44191 -0.750 -0.161 0.432 0.078
H -1.16311 -1.44113 -3.83491 0.441 0.128 -0.247 0.051
H 2.83477 -3.61010 -2.98526 0.113 -0.006 0.033 0.088
H 5.29010 -3.49825 -3.31901 -0.076 0.082 0.169 0.108
H 6.71712 -2.18652 -1.75308 -0.429 -0.070 0.072 0.113
H 5.67154 -1.02431 0.18633 -0.162 -0.078 -0.183 0.117
H 3.20262 -1.05907 0.47915 0.166 -0.117 -0.203 0.107
H -1.48680 -3.25448 0.23504 0.187 -0.408 -0.065 0.097
H -1.99665 -5.13639 1.77063 0.322 0.158 -0.026 0.119
H -0.20201 -6.62239 2.61867 0.067 0.344 -0.238 0.114
H 2.15192 -6.27365 1.88557 -0.177 0.147 -0.083 0.114
H 2.70353 -4.46929 0.27828 -0.218 -0.100 -0.018 0.110
H 0.44580 1.35109 -3.07873 -0.231 0.102 -0.112 0.118
H 0.51496 3.26690 -4.65151 -0.049 0.010 0.021 0.108
H -1.59205 4.21202 -5.58696 -0.025 -0.410 0.258 0.112
H -3.77016 3.14905 -5.01068 0.202 -0.031 0.091 0.107
H -3.87243 1.25282 -3.40720 0.204 0.083 -0.093 0.107
H -3.55585 0.42300 0.27894 -0.329 -0.185 -0.123 0.089
H -5.80925 -0.36285 0.75356 -0.034 -0.044 -0.110 0.111
H -6.98069 -1.90954 -0.82177 0.284 0.039 -0.076 0.109
H -5.78154 -2.68739 -2.85990 -0.058 0.044 -0.074 0.105
H -3.48057 -1.80340 -3.38044 -0.343 0.285 0.235 0.074
O -0.12140 -0.35873 2.11893 0.486 1.062 0.534 -0.135
C 0.82642 0.44117 1.71341 -0.304 -0.082 -0.081 -0.502
O 1.09432 0.31699 0.46181 -0.002 0.496 0.883 -0.160
C 1.47609 1.46831 2.61259 0.101 -0.047 0.505 -0.137
C 2.37121 2.44458 2.11466 -0.224 -0.610 -0.783 0.019
C 2.86540 3.43917 2.99607 0.063 0.447 0.449 -0.156
C 2.50795 3.46205 4.34619 -0.120 -0.235 -0.416 0.097
C 1.66041 2.46729 4.82942 0.299 0.381 0.058 -0.157
C 1.14817 1.45899 3.98326 -0.358 -0.702 -0.681 0.030
N 1.30919 2.54144 6.21394 0.283 0.526 0.380 -0.371
O 1.78530 3.50330 6.85643 -0.625 -0.967 -0.078 -0.006
O 0.56732 1.67935 6.71234 0.451 0.455 -0.478 0.008
N 3.69719 4.52144 2.54218 -0.172 0.125 1.023 -0.375
O 4.01693 4.59815 1.34549 -0.186 -0.170 0.571 -0.004
O 4.04294 5.34904 3.42440 0.082 -0.414 -1.319 -0.024
H 2.70869 2.44522 1.07921 -0.259 0.024 0.259 0.106
H 2.87245 4.25273 5.00219 -0.160 -0.402 -0.314 0.130
H 0.52789 0.66812 4.39418 -0.001 0.280 -0.091 0.112
```
Positions in Å, forces in eV/Å.

**Energy above the lowest of the compared OMol25 structures with the same formula, charge and spin**: 0.0 kJ/mol
**HOMO level (spin up / spin down)**: -0.1507 / -0.2427 hartree
**Total energy**: -101148.1719 eV
**Orbital gap (spin up / spin down)**: 0.1110 / 0.2032 hartree
**2S+1**: 3
**⟨S²⟩**: 2.076